(1)
Formula: C33H57CrIN2O2Si
Source: the Open Molecules 2025 dataset
Level of theory: wB97M-V/def2-TZVPD

- E_tot (eV) = -86623.7083
- expectation value of S² = 6.02
- multiplicity = 5
- molar mass (g/mol) = 720.8
- orbital gap (alpha / beta) (eV) = 7.57 / 8.73

Positions of all 97 atoms, in Å:
O 0.82928 -1.58698 -1.26245
O 0.84682 -0.29234 -6.19863
C 2.25078 -1.84659 -1.35897
C 2.75086 -2.97116 -0.48119
H 2.73343 -0.90166 -1.07267
H 2.47005 -2.05020 -2.41694
H 2.51237 -2.80772 0.57690
H 3.84191 -3.03312 -0.57297
H 2.34203 -3.94228 -0.78085
C 0.01366 -2.76128 -1.44863
C 0.10474 -3.30491 -2.85628
H -1.01932 -2.45890 -1.21278
H 0.30088 -3.51582 -0.69822
H -0.22736 -2.55093 -3.57975
H -0.54549 -4.17829 -2.94598
H 1.12951 -3.60661 -3.08691
C -0.22813 0.28466 -6.97524
C 1.79604 -1.07849 -6.95082
C -1.53934 -0.47468 -6.83981
H 0.04761 0.35496 -8.04920
H -0.34412 1.30182 -6.56590
H -1.44826 -1.49602 -7.22203
H -2.30372 0.03704 -7.43080
H -1.88290 -0.51671 -5.80066
C 1.21124 -2.24019 -7.74514
H 2.49770 -1.45273 -6.19329
H 2.34664 -0.40953 -7.63889
H 0.61990 -2.91295 -7.11381
H 2.03527 -2.81893 -8.17648
H 0.58726 -1.89216 -8.57494
H 1.54205 1.46955 -4.48301
N -0.91149 -0.95335 1.70399
C -1.70062 -0.30892 2.58566
C -2.27533 0.93666 2.33818
C -2.31190 1.65694 1.14202
C -1.98324 -1.02381 3.87321
H -1.07617 -1.48405 4.28860
H -2.74236 -1.81026 3.74962
H -2.36619 -0.32248 4.61602
C -3.22474 2.84197 1.01013
H -3.87116 2.78974 0.12228
H -2.67171 3.79313 0.97166
H -3.87820 2.89204 1.88471
N -1.55108 1.34164 0.08837
C -0.60523 -2.35303 1.90968
C 0.58907 -2.72824 2.54880
C 1.54836 -1.71510 3.09906
C 0.89487 -4.07993 2.68619
H 1.84889 -4.35984 3.14108
C 0.00160 -5.06015 2.26450
H 0.25842 -6.11099 2.38213
C -1.21506 -4.68771 1.70358
H -1.92762 -5.45624 1.38159
C -1.53361 -3.34476 1.52324
C -2.84508 -2.96094 0.90383
C -1.76285 1.90020 -1.22293
C -1.18656 3.13932 -1.55978
C -0.27022 3.86737 -0.63901
C -1.54640 3.74445 -2.76567
H -1.13788 4.72520 -2.99639
C -2.41095 3.10158 -3.66004
H -2.64890 3.57762 -4.61162
C -2.95365 1.86271 -3.32006
H -3.64518 1.36714 -4.00582
C -2.64945 1.25213 -2.10884
C -3.27706 -0.05681 -1.74401
Cr -0.02583 0.15288 0.32255
H 2.46942 -1.69584 2.49844
H 1.84049 -1.99169 4.12539
H 1.14499 -0.69511 3.11405
H -2.82715 -1.93253 0.51615
H -3.67638 -3.02481 1.62452
H -3.08823 -3.64114 0.07190
H 0.25336 4.65687 -1.19107
H 0.49472 3.20368 -0.20519
H -0.80775 4.35461 0.18434
H -3.76088 -0.02984 -0.75933
H -2.53494 -0.86657 -1.75015
H -4.04570 -0.32149 -2.47999
H -2.86830 1.35247 3.15108
C 1.50494 2.55157 -4.25505
Si 2.96201 3.52788 -4.97884
H 0.55336 2.93521 -4.64596
H 1.46866 2.62992 -3.16206
C 4.44382 2.37572 -4.94036
C 3.35148 5.09127 -3.99992
C 2.56989 3.98571 -6.76325
H 3.36299 4.60265 -7.20502
H 1.63251 4.55110 -6.83849
H 2.46426 3.08481 -7.38202
H 4.77779 2.20849 -3.90950
H 5.28969 2.77825 -5.50977
H 4.17917 1.40107 -5.36810
H 3.36868 4.90373 -2.91822
H 2.61432 5.88361 -4.18601
H 4.33689 5.49172 -4.27650
I 2.13990 1.47662 0.76817

These are the Mulliken partial charges, in e, on atoms 1 to 6: 0.382, -0.270, -0.405, -1.011, 0.329, 0.228


(2)
Formula: C33H57FIrN2O2Si
Source: the Open Molecules 2025 dataset
Level of theory: wB97M-V/def2-TZVPD

- E_tot (eV) = -55644.0745
- expectation value of S² = 6.03
- multiplicity = 5
- total charge = +1
- molar mass (g/mol) = 753.1
- orbital gap (alpha / beta) (eV) = 7.40 / 5.97

Positions of all 97 atoms, in Å:
O 0.12627 -0.68752 -3.45174
O 2.77470 -1.57805 -2.84900
C -1.08785 -0.79234 -4.19755
C -2.03031 0.39847 -4.15612
H -1.58698 -1.67869 -3.78381
H -0.81471 -1.02737 -5.23615
H -2.21720 0.75183 -3.13806
H -2.99397 0.09090 -4.58354
H -1.64748 1.23124 -4.75958
C 0.85927 0.54431 -3.59657
C 1.56267 0.66773 -4.92574
H 1.58936 0.52606 -2.77857
H 0.17901 1.39927 -3.41538
H 2.25809 -0.17172 -5.05802
H 2.12969 1.60136 -4.96298
H 0.83809 0.67664 -5.74428
C 3.98065 -1.09431 -2.26349
C 2.60201 -2.98846 -2.92732
C 4.75692 -0.28742 -3.28196
H 4.59287 -1.92673 -1.87572
H 3.66844 -0.44546 -1.42778
H 5.14845 -0.93753 -4.07512
H 5.60203 0.19718 -2.78468
H 4.12348 0.48459 -3.73524
C 3.37566 -3.59447 -4.07987
H 1.51853 -3.11637 -3.06377
H 2.91538 -3.45629 -1.97804
H 3.07380 -3.14726 -5.03076
H 3.15267 -4.66193 -4.12517
H 4.45759 -3.47420 -3.94646
H -0.08347 1.40565 0.65137
N -2.24441 0.52906 1.63593
C -2.64959 0.45542 2.91542
C -1.72194 0.31326 3.94549
C -0.36333 0.61811 3.83360
C -4.12369 0.48704 3.20120
H -4.68101 -0.22417 2.56992
H -4.54817 1.49338 3.06094
H -4.27421 0.20009 4.24942
C 0.54895 0.60336 5.02087
H 0.73699 1.61820 5.40663
H 1.51813 0.13827 4.77710
H 0.08026 0.01636 5.82322
N 0.14026 1.01301 2.64202
C -3.16636 0.84802 0.57113
C -3.72720 -0.16758 -0.22697
C -3.39274 -1.60788 -0.04932
C -4.65570 0.17800 -1.21436
H -5.06723 -0.61422 -1.84109
C -5.07395 1.49486 -1.37884
H -5.81610 1.74838 -2.14180
C -4.53073 2.49301 -0.56749
H -4.85020 3.53273 -0.67931
C -3.57387 2.19053 0.39917
C -2.97109 3.28025 1.22655
C 1.24793 1.92786 2.57321
C 2.49653 1.55316 2.03207
C 2.74485 0.18837 1.50247
C 3.55346 2.47166 2.03564
H 4.51529 2.15227 1.63155
C 3.37927 3.75036 2.54437
H 4.20569 4.46410 2.53305
C 2.14410 4.12750 3.06870
H 1.99530 5.12628 3.47677
C 1.07067 3.23735 3.08891
C -0.23592 3.70230 3.64890
Ir -0.49805 -0.36299 1.29326
H -2.98670 -2.03346 -0.97888
H -4.28383 -2.19388 0.22632
H -2.64588 -1.74715 0.74576
H -3.10892 3.09916 2.30030
H -3.44061 4.24073 0.98250
H -1.90115 3.36577 1.00857
H 3.49080 0.20637 0.69602
H 1.81420 -0.22174 1.06648
H 3.08893 -0.50785 2.28081
H -1.07656 3.48873 2.97658
H -0.18803 4.78902 3.78469
H -0.45268 3.25940 4.62986
H -2.10222 0.07798 4.93167
C 0.09736 -1.01703 -0.38208
Si 0.13213 -2.51347 0.85224
H -0.65257 -1.16024 -1.16249
H 1.08282 -0.76697 -0.78297
C -0.53299 -3.90620 -0.25764
C -0.84456 -2.81578 2.48654
C 1.90645 -2.97394 1.31534
H 2.60495 -2.68893 0.52096
H 1.94525 -4.06432 1.44996
H 2.21645 -2.50430 2.25692
H -1.53333 -3.69244 -0.65304
H -0.58963 -4.83572 0.32935
H 0.15034 -4.06330 -1.10263
H -1.92999 -2.65950 2.46451
H -0.43114 -2.30848 3.36903
H -0.66957 -3.89537 2.60770
F -0.19518 2.15803 0.01041

These are the Mulliken partial charges, in e, on atoms 1 to 6: -0.127, 0.039, -0.520, -1.044, 0.395, 0.402


(3)
Formula: C33H57GaN3O4Si
Source: the Open Molecules 2025 dataset
Level of theory: wB97M-V/def2-TZVPD

- E_tot (eV) = -108052.3915
- total charge = +1
- molar mass (g/mol) = 657.6
- orbital gap (eV) = 7.44

Positions of all 99 atoms, in Å:
O 1.89822 -2.29894 -1.82517
O 0.66957 -0.68646 -3.47272
C 3.08160 -2.63340 -1.09218
C 2.88395 -2.95788 0.37925
H 3.74841 -1.76538 -1.21393
H 3.55638 -3.48656 -1.60880
H 2.10856 -2.34667 0.85093
H 3.81544 -2.78585 0.92731
H 2.62797 -4.01424 0.51005
C 0.72855 -3.10491 -1.56766
C 0.32918 -3.93137 -2.76236
H -0.06716 -2.39603 -1.29792
H 0.89629 -3.75137 -0.69294
H -0.06853 -3.30196 -3.56359
H -0.46234 -4.62305 -2.45585
H 1.16503 -4.52570 -3.14873
C -0.54104 -0.25024 -4.11517
C 1.77443 -0.78643 -4.39210
C -1.69962 -0.69002 -3.26287
H -0.61488 -0.69091 -5.12639
H -0.53549 0.85062 -4.22772
H -1.85836 -1.77068 -3.37520
H -2.62042 -0.17784 -3.56553
H -1.53239 -0.48172 -2.20152
C 1.68998 -2.00559 -5.26631
H 2.67259 -0.82342 -3.76532
H 1.82258 0.13235 -5.00203
H 1.72490 -2.91352 -4.65890
H 2.54955 -2.00525 -5.93993
H 0.77747 -2.00031 -5.86902
H 1.09554 -0.60949 -1.62386
N -0.68142 -0.32967 3.00487
C -1.42572 0.22291 3.98760
C -2.11840 1.41836 3.82802
C -2.41804 2.10214 2.65125
C -1.48526 -0.52363 5.28072
H -0.47925 -0.67807 5.69502
H -1.97327 -1.50495 5.17226
H -2.06436 0.06354 6.00143
C -3.53865 3.09190 2.61596
H -4.28620 2.83826 1.84963
H -3.17582 4.11092 2.42426
H -4.03518 3.08287 3.59217
N -1.71112 1.94411 1.51813
C -0.27315 -1.70410 3.06939
C 0.94995 -2.02870 3.68018
C 1.76552 -1.02116 4.42010
C 1.37368 -3.35512 3.66494
H 2.33174 -3.59514 4.12768
C 0.57689 -4.34185 3.08653
H 0.92483 -5.37433 3.07452
C -0.67135 -4.02039 2.55327
H -1.32542 -4.79179 2.14099
C -1.12784 -2.70457 2.56554
C -2.50551 -2.36703 2.08498
C -2.02423 2.62707 0.29951
C -1.43236 3.87760 0.04241
C -0.71835 4.61378 1.13069
C -1.51576 4.40012 -1.24641
H -1.03636 5.36039 -1.44650
C -2.19358 3.70269 -2.24792
H -2.22348 4.11064 -3.26125
C -2.85908 2.50874 -1.95670
H -3.44349 1.99286 -2.72360
C -2.79700 1.96486 -0.67287
C -3.49738 0.69026 -0.31830
Ga -0.18180 0.78592 1.51645
H 2.83394 -1.21518 4.24898
H 1.61000 -1.09770 5.50818
H 1.56319 0.02005 4.12686
H -2.50743 -1.78493 1.15125
H -3.09031 -1.81197 2.83393
H -3.04598 -3.30073 1.88649
H -0.16442 5.45679 0.69837
H 0.00107 3.98702 1.67884
H -1.41912 5.02922 1.86956
H -3.93488 0.73024 0.68868
H -2.82484 -0.18265 -0.34882
H -4.31249 0.49370 -1.02734
H -2.59905 1.80524 4.72903
C 0.96083 0.27474 -0.84756
Si 2.03680 1.71115 -1.50822
H -0.11368 0.52670 -0.86377
H 1.33144 -0.10097 0.13002
C 3.72966 1.01462 -1.94667
C 2.32966 3.16824 -0.35917
C 1.26113 2.53113 -3.01354
H 1.71042 3.52731 -3.14589
H 0.18118 2.67760 -2.88843
H 1.42496 1.96817 -3.93973
H 4.35829 0.97266 -1.04603
H 4.22841 1.66204 -2.68254
H 3.68403 0.00146 -2.36242
H 2.49590 2.86422 0.68251
H 1.47972 3.86487 -0.37711
H 3.21846 3.72494 -0.70446
O 1.04388 3.10606 4.14568
N 1.08497 2.00556 3.64410
O 1.12450 2.03318 2.26046

These are the Mulliken partial charges, in e, on atoms 1 to 6: -0.351, 0.160, -0.267, -1.251, 0.290, 0.336


(4)
Formula: C33H57HoN3O4Si
Source: the Open Molecules 2025 dataset
Level of theory: wB97M-V/def2-TZVPD

- E_tot (eV) = -81474.2620
- expectation value of S² = 6.00
- multiplicity = 5
- total charge = +1
- molar mass (g/mol) = 752.9
- orbital gap (alpha / beta) (eV) = 7.93 / 7.98

Positions of all 99 atoms, in Å:
O 0.82222 -2.39908 -1.24850
O -1.09510 -1.32242 -4.96717
C 2.02597 -2.45668 -2.11638
C 3.08931 -3.28306 -1.49013
H 2.34131 -1.42263 -2.27308
H 1.67847 -2.80997 -3.08521
H 3.27775 -3.04807 -0.45420
H 4.02005 -3.17476 -2.01603
H 2.84640 -4.33181 -1.45167
C -0.20968 -3.46304 -1.30730
C -0.16184 -4.30517 -2.56381
H -1.14905 -2.90114 -1.28142
H -0.16865 -4.00929 -0.35799
H -0.40991 -3.71300 -3.45347
H -0.90346 -5.10764 -2.49923
H 0.83470 -4.73819 -2.67656
C -2.58048 -1.62244 -4.64788
C -0.69038 -1.20718 -6.42299
C -2.89826 -3.06618 -4.92201
H -3.14243 -0.87241 -5.22236
H -2.61529 -1.36573 -3.59257
H -2.72081 -3.34854 -5.95438
H -3.94500 -3.28231 -4.71505
H -2.32058 -3.73572 -4.28179
C -1.42117 -2.15762 -7.31839
H 0.37925 -1.42214 -6.39992
H -0.87680 -0.15312 -6.66406
H -1.22797 -3.20798 -7.07275
H -1.12747 -2.08717 -8.36377
H -2.50229 -1.99332 -7.25452
H -0.89218 -0.29603 -4.51808
N 1.63356 0.83296 0.86544
C 1.52121 2.10910 1.27141
C 0.36460 2.88006 1.05504
C -0.95430 2.46302 0.80958
C 2.69846 2.73866 2.00307
H 3.62723 2.63000 1.41261
H 2.85309 2.25635 2.98860
H 2.49483 3.80908 2.16959
C -2.02809 3.53036 0.89633
H -2.49573 3.54648 1.89249
H -2.83148 3.37909 0.16517
H -1.59493 4.52387 0.71374
N -1.30571 1.18511 0.61603
C 2.83070 0.07702 1.18801
C 3.89169 -0.04424 0.24808
C 3.85968 0.72610 -1.04557
C 4.97104 -0.88416 0.54338
H 5.77606 -1.00907 -0.19536
C 5.02224 -1.56078 1.76814
H 5.86241 -2.21078 2.00564
C 4.01530 -1.37202 2.71982
H 4.05158 -1.88263 3.68536
C 2.93295 -0.53762 2.45458
C 1.87172 -0.33223 3.48685
C -2.62201 0.79680 1.00335
C -3.61614 0.57640 0.03371
C -3.30970 0.84672 -1.40545
C -4.85764 0.03898 0.39824
H -5.60601 -0.14935 -0.38399
C -5.11264 -0.21625 1.75029
H -6.09361 -0.57820 2.05045
C -4.15184 0.06715 2.73108
H -4.34500 -0.11112 3.78851
C -2.89998 0.57345 2.36134
C -1.84304 0.84159 3.37200
Ho 0.14176 -0.49264 -0.21539
H 3.24529 0.24216 -1.82562
H 4.88204 0.79497 -1.44737
H 3.47203 1.74728 -0.91900
H 1.50783 0.69564 3.55617
H 2.24413 -0.58621 4.48514
H 1.01175 -0.97970 3.29649
H -4.22282 0.99869 -1.99766
H -2.79944 -0.02162 -1.85342
H -2.65904 1.72412 -1.53197
H -1.02490 0.11196 3.34095
H -2.24901 0.79127 4.38487
H -1.39220 1.83196 3.24731
H 0.48610 3.94696 1.22483
C -0.31933 0.69239 -3.28982
Si 0.23168 2.42485 -3.68485
H 0.49745 -0.06941 -3.22948
H -1.26155 0.54328 -2.69634
C 1.54435 2.57817 -5.02099
C 0.86704 3.48869 -2.27153
C -1.44023 3.10312 -4.18298
H -2.08548 2.32852 -4.63023
H -1.27683 3.89688 -4.92395
H -1.93708 3.52116 -3.29262
H 2.56489 2.35836 -4.65692
H 1.49979 3.64742 -5.30078
H 1.35202 1.97022 -5.92129
H 1.71297 3.05678 -1.73056
H 0.07118 3.67320 -1.54487
H 1.18108 4.46249 -2.67771
O -1.54777 -2.26684 2.34899
N -0.92270 -1.77393 1.42338
O 0.41002 -1.86777 1.44139

These are the Mulliken partial charges, in e, on atoms 1 to 6: 0.443, 0.018, 0.161, -1.568, -0.404, 0.631